Record 1
{"formula": "C30H36Cl5F5IN2O4Si2V", "method": "the ωB97M-V functional and the def2-TZVPD basis", "symbols": ["V", "C", "O", "C", "C", "O", "C", "H", "H", "H", "H", "H", "H", "H", "H", "H", "H", "Cl", "C", "C", "Cl", "C", "Cl", "C", "O", "C", "Cl", "C", "Cl", "C", "Si", "C", "C", "C", "C", "C", "C", "C", "C", "N", "Si", "C", "C", "C", "H", "H", "H", "H", "H", "H", "H", "H", "H", "H", "H", "H", "H", "H", "H", "H", "H", "H", "H", "H", "H", "H", "N", "C", "O", "C", "I", "H", "H", "H", "H", "F", "C", "C", "C", "F", "C", "F", "C", "F", "C", "F"], "positions_angstrom": [[-7.58849, -16.03087, 7.39324], [-10.44251, -19.59667, 3.90291], [-9.47303, -20.33278, 4.63084], [-9.43656, -19.96081, 6.02667], [-8.16113, -19.19461, 6.33743], [-8.31939, -18.29612, 7.45429], [-8.40032, -19.04792, 8.62326], [-11.49210, -19.84354, 4.22833], [-10.29372, -19.92942, 2.92739], [-10.21020, -18.47991, 4.03547], [-9.55678, -20.83778, 6.56636], [-10.33336, -19.31448, 6.27404], [-7.82076, -18.67651, 5.43909], [-7.28920, -19.84185, 6.66544], [-7.64982, -19.80866, 8.57141], [-9.38623, -19.50689, 8.68983], [-8.24498, -18.33523, 9.45285], [-2.10753, -20.19804, 3.99198], [-3.22011, -19.05513, 4.55120], [-4.04376, -18.31426, 3.71538], [-3.85863, -18.39964, 1.94788], [-4.90453, -17.44860, 4.26052], [-5.96536, -16.50877, 3.28827], [-5.24682, -17.35538, 5.66883], [-6.16715, -16.61125, 6.07893], [-4.39827, -18.19891, 6.45826], [-4.93985, -18.16512, 8.11535], [-3.37775, -18.94742, 5.95459], [-2.29667, -19.76150, 7.01311], [-4.39791, -12.72493, 10.05862], [-4.62620, -14.34965, 9.08413], [-3.00337, -15.32644, 9.31899], [-4.62044, -13.84485, 7.31792], [-6.27082, -15.05551, 9.65093], [-7.24761, -14.06623, 9.35579], [-7.76315, -13.05986, 10.28207], [-8.63226, -12.04008, 9.83710], [-8.93429, -11.92567, 8.47216], [-8.41892, -12.85007, 7.59748], [-7.66089, -13.87790, 8.01449], [-6.44255, -15.82599, 11.35417], [-5.73377, -14.69281, 12.82931], [-8.26504, -16.30800, 11.92178], [-5.39021, -17.45654, 11.40705], [-4.93400, -11.92960, 9.64432], [-3.37406, -12.38504, 9.94916], [-4.61723, -12.74000, 11.08072], [-2.09311, -14.73074, 9.23932], [-2.92831, -15.99136, 8.45082], [-2.96748, -15.98322, 10.19309], [-3.60477, -13.62453, 7.15461], [-5.18637, -12.90973, 7.18448], [-4.89481, -14.57189, 6.63718], [-7.34335, -12.97462, 11.27087], [-9.07552, -11.32650, 10.53848], [-9.46126, -11.00276, 8.16844], [-8.46935, -12.76815, 6.55024], [-6.18916, -13.71122, 12.85495], [-4.65102, -14.58175, 12.73240], [-5.82040, -15.08113, 13.87447], [-8.88118, -15.51425, 12.24387], [-8.17829, -17.12443, 12.70056], [-8.61738, -16.84760, 11.02701], [-4.75983, -17.46491, 10.50898], [-6.05205, -18.37217, 11.41398], [-4.71561, -17.53050, 12.24670], [-11.11646, -14.55935, 8.26362], [-10.57279, -15.64693, 8.78321], [-9.40516, -15.92822, 8.77207], [-11.49880, -16.64309, 9.41695], [-12.52360, -15.84449, 11.11262], [-10.47663, -13.86348, 7.97368], [-12.01239, -14.25888, 8.60622], [-10.88243, -17.38114, 9.92301], [-12.18406, -17.15451, 8.74952], [-7.11610, -14.04369, 5.10850], [-8.30077, -14.60294, 4.77950], [-8.87130, -15.55983, 5.64269], [-9.95660, -16.20880, 5.25905], [-10.66997, -17.00885, 6.04636], [-10.60822, -15.89010, 4.07315], [-11.78507, -16.45091, 3.68923], [-10.04898, -15.02818, 3.16640], [-10.73714, -14.75021, 1.98679], [-8.83887, -14.40261, 3.45717], [-8.36657, -13.47350, 2.63319]], "orbital_gap_ha": [0.21997, 0.23331], "charge": -1, "total_energy_ev": -168609.172, "fmax_ev_per_a": 3.6, "multiplicity": 4}



Record 2
{"formula": "C30H36GeN5O10SW", "method": "the ωB97M-V functional and the def2-TZVPD basis", "symbols": ["W", "N", "C", "C", "O", "O", "H", "H", "H", "H", "O", "C", "O", "C", "C", "C", "N", "C", "C", "C", "O", "O", "H", "H", "H", "C", "C", "N", "C", "C", "C", "O", "C", "C", "C", "C", "N", "C", "H", "H", "H", "H", "H", "H", "H", "H", "H", "H", "H", "H", "H", "H", "C", "Ge", "C", "C", "C", "H", "H", "H", "H", "H", "H", "H", "H", "H", "H", "H", "O", "C", "N", "S", "O", "O", "C", "C", "C", "C", "C", "C", "H", "H", "H", "H"], "positions_angstrom": [[-0.43824, -0.06184, 0.07619], [0.15715, -1.43393, 2.12819], [1.59509, -1.65753, 2.27688], [2.31520, -0.43295, 1.71232], [3.44057, -0.15188, 2.06380], [1.60912, 0.19506, 0.83106], [-0.13662, -0.87279, 2.91855], [-0.37509, -2.29556, 2.21378], [1.89512, -2.52581, 1.68733], [1.90675, -1.81376, 3.30850], [1.09272, 3.75263, 5.93828], [1.19620, 4.21908, 4.79292], [1.66645, 5.27517, 4.35030], [0.63155, 3.25616, 3.68127], [-0.20287, 2.20612, 4.05512], [-0.69619, 1.35424, 3.09321], [-0.35510, 1.44404, 1.80213], [0.39944, 2.49594, 1.42994], [0.87872, 3.42896, 2.32920], [0.68431, 2.57094, -0.03871], [1.26612, 3.48010, -0.55752], [0.20038, 1.53317, -0.73270], [-0.43678, 2.08834, 5.10456], [-1.42039, 0.58054, 3.33298], [1.45053, 4.27844, 1.98068], [4.42077, 1.27108, -0.97630], [4.73304, -0.22090, -1.02807], [4.72328, -0.77138, -2.38430], [5.83373, -0.39237, -3.25407], [5.45693, 0.67800, -4.27400], [3.84369, -1.66796, -2.88906], [3.95710, -2.12913, -4.01862], [2.68318, -2.12200, -2.04415], [2.38093, -3.48168, -2.01973], [1.24634, -3.88213, -1.33169], [0.47476, -2.95217, -0.68017], [0.76468, -1.63767, -0.67586], [1.83844, -1.24690, -1.40547], [4.32405, 1.57635, 0.06424], [3.48065, 1.49865, -1.48180], [5.21802, 1.85475, -1.43880], [4.03020, -0.76705, -0.40843], [5.72521, -0.39444, -0.60297], [6.16070, -1.28710, -3.78453], [6.64382, -0.04431, -2.61275], [4.66066, 0.30546, -4.91718], [6.32178, 0.91595, -4.89507], [5.11963, 1.59005, -3.78370], [3.00301, -4.18025, -2.56119], [0.95971, -4.92417, -1.30994], [-0.42086, -3.21889, -0.13284], [1.97749, -0.17798, -1.48321], [-3.47403, -0.24484, -4.04357], [-2.97027, 0.37335, -2.19434], [-4.62654, -0.28390, -1.30446], [-2.87172, 2.34824, -2.32116], [-1.19644, -0.45136, -1.92417], [-4.42239, 0.19198, -4.36238], [-3.59556, -1.33133, -4.02089], [-2.71552, -0.00652, -4.79294], [-5.35644, -0.41898, -2.10309], [-5.03040, 0.42693, -0.58729], [-4.48284, -1.24540, -0.81603], [-3.70244, 2.72388, -2.92006], [-1.93783, 2.62410, -2.81431], [-2.89563, 2.81304, -1.33875], [-0.55240, 0.00998, -2.67945], [-1.30122, -1.50459, -2.18835], [-2.22570, 0.97759, 0.30394], [-2.71336, -0.02998, 0.99153], [-2.06408, -1.24000, 0.73488], [-2.91554, -2.44424, 1.50519], [-3.61217, -3.27424, 0.56062], [-2.01394, -3.16938, 2.38682], [-4.00575, -1.37223, 2.36990], [-5.01533, -1.65308, 3.26227], [-5.80864, -0.60752, 3.71587], [-5.58974, 0.70539, 3.24930], [-4.58901, 0.99848, 2.35907], [-3.76089, -0.05541, 1.90205], [-5.17539, -2.66744, 3.60686], [-6.60697, -0.79819, 4.41923], [-6.23734, 1.49825, 3.60253], [-4.41953, 2.00276, 1.99256]], "orbital_gap_ha": [0.17801, 0.24247], "charge": -1, "total_energy_ev": -128800.250, "fmax_ev_per_a": 4.4, "multiplicity": 3, "relative_energy_kcal_mol": 32.6}